[1]
C21H43F3GaO6S2 | ωB97M-V with the def2-TZVPD basis set

Geometry as ORCA input:
```
! RIJCOSX wB97M-V def2-TZVPD def2/J DEFGRID3
* xyz -1 1
C 2.7747 -6.4202 3.3192
O 1.8321 -7.2347 2.6532
C 1.6994 -6.8993 1.2793
C 1.1538 -5.4648 1.0313
C -0.0961 -5.4508 0.1307
C -0.0398 -4.4595 -1.0563
C 0.6795 -3.1333 -0.7590
Ga -0.1946 -1.9153 0.6550
C 1.3167 -0.7503 1.4810
C 2.2242 -1.5875 2.4077
C 3.4594 -2.1430 1.7167
O 4.6204 -1.3005 1.9026
C 5.7727 -2.0656 2.1333
C -1.1413 -2.9026 2.2014
C -1.9474 -1.8495 3.0128
C -1.2119 -1.2489 4.1970
F -0.9256 0.0427 4.0066
F -2.0361 -1.2542 5.2955
F -0.1327 -1.8988 4.5881
H 2.2517 -5.5686 3.7735
H 3.2555 -6.9531 4.1374
H 3.4971 -5.9923 2.6169
H 1.0917 -7.6637 0.7972
H 2.7043 -6.9690 0.8311
H 1.9819 -4.8869 0.6355
H 0.8432 -5.1122 2.0123
H -0.1830 -6.4530 -0.3078
H -1.0187 -5.3128 0.6894
H 0.4955 -4.9694 -1.8722
H -1.0508 -4.2397 -1.4076
H 1.7408 -3.2743 -0.5380
H 0.6686 -2.5578 -1.6934
H -1.2862 -1.0040 -0.0083
H 1.8849 -0.3448 0.6350
H 0.8642 0.0933 2.0066
H 2.5573 -0.9316 3.2185
H 1.6946 -2.4341 2.8475
H 3.7027 -3.1108 2.1731
H 3.3296 -2.2777 0.6395
H 6.6492 -1.4262 2.0238
H 5.7524 -2.4523 3.1640
H 5.8668 -2.9262 1.4593
H -0.4856 -3.5055 2.8317
H -1.8947 -3.5621 1.7652
H -2.3328 -1.0621 2.3702
H -2.8083 -2.3712 3.4385
C -1.1335 4.0334 -0.6701
C -2.6587 4.1296 -0.8019
C -3.1721 2.7393 -1.1995
S -1.9883 1.5579 -0.5352
O -1.3401 0.9057 -1.6414
O -2.6153 0.8483 0.5464
C -0.8629 2.7686 0.1441
H -0.7128 4.9159 -0.1872
H -0.6863 3.9424 -1.6519
H -3.0888 4.4194 0.1605
H -2.9563 4.8853 -1.5330
H -4.1537 2.5308 -0.7804
H -3.1954 2.6141 -2.2814
H 0.1584 2.4041 0.0569
H -1.1222 2.9092 1.1937
C -2.6668 7.5652 -5.6106
C -1.2933 8.2032 -5.3684
C -0.9607 8.0260 -3.8816
S -1.8206 6.5411 -3.3498
O -2.8268 6.9197 -2.3900
O -0.8648 5.4991 -3.0832
C -2.6251 6.2096 -4.9124
H -2.8830 7.4598 -6.6730
H -3.4467 8.1889 -5.1674
H -0.5433 7.6933 -5.9767
H -1.2816 9.2557 -5.6497
H 0.1059 7.8962 -3.7151
H -1.3312 8.8572 -3.2842
H -3.6101 5.7842 -4.7333
H -2.0033 5.5011 -5.4593
*
```

M   582.42 g/mol
E   -4298.06919 Ha
E_HOMO   -0.14641 hartree
HOMO-LUMO gap   5.59 eV

[2]
C21H43FN2O9S | ωB97M-V with the def2-TZVPD basis set

Geometry as ORCA input:
```
! RIJCOSX wB97M-V def2-TZVPD def2/J DEFGRID3
* xyz 0 1
N -4.3518 -0.7299 2.9776
C -3.9492 -1.2203 1.7059
O -4.7780 -1.3461 0.8795
C -2.4931 -1.5481 1.3442
C -1.5343 -0.3231 1.3650
N -1.7123 0.4467 2.6357
S -2.0158 2.0584 2.4122
O -2.7050 2.3439 1.2124
O -2.8061 2.4652 3.5150
F -0.6477 2.8578 2.5624
H -4.5444 0.2616 2.8327
H -3.5763 -0.7628 3.6332
H -2.0942 -2.3497 1.9799
H -2.5037 -1.9471 0.3271
H -0.5200 -0.7354 1.3831
H -1.5981 0.2744 0.4568
H -0.8493 0.3571 3.1718
C -7.3444 -3.2678 0.0333
C -7.5197 -4.0733 1.2950
C -8.7082 -3.7393 2.1638
O -6.7433 -4.9493 1.6003
H -6.4550 -3.6098 -0.4916
H -8.2105 -3.4010 -0.6184
H -7.2205 -2.2129 0.2808
H -9.6333 -3.8911 1.6050
H -8.6436 -2.7033 2.5002
H -8.7130 -4.3919 3.0350
C 0.8911 1.9382 -2.4551
C 1.2368 1.2684 -1.1501
C 2.2271 1.9688 -0.2596
O 0.7347 0.2082 -0.8349
H 0.1693 1.3277 -2.9953
H 0.4510 2.9183 -2.2651
H 1.7882 2.0469 -3.0666
H 1.8452 2.9496 0.0243
H 3.1804 2.0792 -0.7748
H 2.3833 1.3783 0.6420
C 1.8310 -2.3597 -2.3372
C 2.9377 -3.3515 -2.0765
C 3.1557 -4.4262 -3.1117
O 3.6210 -3.2862 -1.0790
H 1.7845 -1.6476 -1.5198
H 2.0280 -1.8187 -3.2650
H 0.8738 -2.8797 -2.4049
H 3.4089 -3.9744 -4.0709
H 2.2551 -5.0344 -3.2131
H 3.9789 -5.0671 -2.7976
C -2.5912 5.8243 2.7408
C -1.8086 6.8549 3.5143
C -1.6589 6.6285 4.9994
O -1.3214 7.8200 2.9720
H -2.6209 6.1082 1.6902
H -2.1104 4.8525 2.8268
H -3.6130 5.7685 3.1186
H -1.1397 5.6860 5.1822
H -2.6408 6.6080 5.4746
H -1.0764 7.4406 5.4312
C 6.0880 -4.7417 -7.0327
C 4.6734 -5.1084 -6.6581
C 4.3160 -6.5740 -6.6691
O 3.8601 -4.2637 -6.3612
H 6.2057 -3.6609 -6.9829
H 6.7899 -5.2046 -6.3371
H 6.3020 -5.0725 -8.0503
H 4.9418 -7.1157 -5.9578
H 4.4535 -6.9841 -7.6709
H 3.2731 -6.6932 -6.3811
C 5.6979 3.2447 2.5012
C 4.7682 4.2191 1.8206
C 4.6205 5.5830 2.4477
O 4.1668 3.9186 0.8146
H 5.7088 2.3081 1.9465
H 6.7104 3.6505 2.5260
H 5.3528 3.0478 3.5175
H 5.5866 6.0896 2.4700
H 4.2290 5.4872 3.4618
H 3.9257 6.1782 1.8582
*
```

M   518.65 g/mol
Structure (SMILES)   NC(=O)CCNS(=O)(=O)F.CC(C)=O.CC(C)=O.CC(C)=O.CC(C)=O.CC(C)=O.CC(C)=O
E   -2110.65022 Ha
E_HOMO   -0.33713 hartree
HOMO-LUMO gap   9.21 eV

[3]
C21H43GaN2P3Se | ωB97M-V with the def2-TZVPD basis set

Geometry as ORCA input:
```
! RIJCOSX wB97M-V def2-TZVPD def2/J DEFGRID3
* xyz 3 1
Ga -0.3060 -1.6164 -1.2880
P 0.2009 1.5066 1.1430
P -2.2426 -0.2404 -0.7639
P 1.9513 -0.8527 -0.8658
H -1.7058 -3.0917 -4.2432
C -0.7153 -3.4059 -3.9022
C -0.4727 -3.0785 -2.4989
H -1.5364 -3.1567 -2.0275
C 0.3526 3.1369 0.2810
C -1.0956 1.9938 2.3729
C 1.6320 1.7341 2.2965
C -3.4454 -0.9406 -1.9589
C -3.2335 -0.5420 0.7477
C -2.6881 1.5331 -1.0254
C 2.7751 -1.8833 -2.1351
C 2.8990 -1.3356 0.6124
C 2.7602 0.7613 -1.2238
H -0.1271 -4.1003 -4.5250
H 0.3753 -3.6000 -1.9957
H 0.4005 3.9706 1.0082
H -0.5105 3.2753 -0.3877
H 1.2596 3.1333 -0.3434
H -0.7570 2.8674 2.9565
H -1.2803 1.1599 3.0656
H -2.0519 2.2221 1.8849
H 1.4323 2.5333 3.0309
H 2.5560 1.9699 1.7507
H 1.8162 0.7994 2.8425
H -4.4091 -0.4845 -1.6901
H -3.5206 -2.0254 -1.8331
H -3.1711 -0.6977 -2.9916
H -4.2454 -0.1809 0.5144
H -2.8403 0.0154 1.6024
H -3.2413 -1.6113 0.9762
H -3.7737 1.5330 -1.2164
H -2.1529 1.9402 -1.8930
H -2.4650 2.1387 -0.1407
H 3.8462 -1.6697 -2.0254
H 2.4210 -1.6353 -3.1417
H 2.5819 -2.9438 -1.9503
H 3.8625 -1.7130 0.2513
H 2.3820 -2.1203 1.1663
H 3.0591 -0.4802 1.2747
H 3.7410 0.5338 -1.6697
H 2.9125 1.3440 -0.3069
H 2.1713 1.3713 -1.9197
C 0.1340 1.5112 -5.3802
C -0.2376 0.1749 -5.1446
C 0.1406 -0.8229 -6.0364
C 0.8075 -0.4809 -7.2416
C 1.1074 0.8728 -7.4604
C 0.7410 1.8827 -6.5775
Se -0.2425 2.8078 -4.0136
H 1.1411 2.6160 -3.5389
H -0.8442 -0.0708 -4.2680
H -0.1595 -1.8372 -5.7576
H 1.0867 -1.2439 -7.9981
H 1.6144 1.1273 -8.3774
H 0.9187 2.9215 -6.8249
C -0.2426 -2.3865 4.7510
N -0.3992 -2.7026 3.3238
C -0.7087 -3.9488 2.7619
C -0.7068 -3.7819 1.4024
N -0.4044 -2.4694 1.1112
C -0.2293 -1.8433 2.2922
H -1.1873 -2.5896 5.2655
H 0.5451 -3.0224 5.1668
H 0.0267 -1.3273 4.8752
H -0.8992 -4.8184 3.3635
H -0.9057 -4.5288 0.6536
H 0.0100 -0.7771 2.3891
*
```

M   565.19 g/mol
E   -6284.69858 Ha
E_HOMO (alpha / beta)   -0.59271 / -0.59271 hartree
HOMO-LUMO gap (alpha / beta)   4.47 / 4.47 eV

[4]
C21H43MgN3O2P | ωB97M-V with the def2-TZVPD basis set

Geometry as ORCA input:
```
! RIJCOSX wB97M-V def2-TZVPD def2/J DEFGRID3
* xyz 1 1
Mg 0.1091 -0.1816 0.0315
N -3.2354 -2.0172 -1.6847
C -2.1732 -2.8504 -2.2627
C -0.8476 -2.3624 -1.7064
N -0.8386 -2.1252 -0.2379
C -2.1308 -1.8033 0.4416
C -3.3545 -2.3561 -0.2582
H -4.1128 -2.1913 -2.1609
H -2.7444 -0.3762 -1.8314
H -2.1671 -2.7454 -3.3472
H -2.3378 -3.9070 -2.0222
H -0.5902 -1.4309 -2.2186
H -0.0525 -3.0726 -1.9319
H -0.4384 -2.9330 0.2217
H -2.2444 -0.7190 0.5134
H -2.0546 -2.1524 1.4698
H -4.2443 -1.8880 0.1604
H -3.4427 -3.4405 -0.1258
C -1.8780 3.0636 -2.2686
O -1.0158 2.1575 -1.5252
C -1.3601 0.9162 -1.3489
O -2.4673 0.6077 -1.9375
H -1.3800 4.0250 -2.2236
H -2.8552 3.1102 -1.7962
H -1.9748 2.7208 -3.2955
C 3.3564 -2.3775 -0.9025
C 3.2422 -1.1734 -1.8414
C 4.5504 -0.9238 -2.5922
P 2.4896 0.2328 -0.9101
C 2.4472 1.7166 -2.0115
C 3.7606 2.4548 -2.2718
C 1.7545 1.3338 -3.3231
C 3.4855 0.6079 0.5981
C 5.0077 0.6412 0.4631
C 2.9401 1.8914 1.2360
H 3.6788 -3.2566 -1.4620
H 2.4027 -2.6160 -0.4251
H 4.0875 -2.2044 -0.1110
H 2.4749 -1.4103 -2.5884
H 5.3496 -0.5849 -1.9352
H 4.4307 -0.1896 -3.3860
H 4.8787 -1.8551 -3.0579
H 1.7788 2.3988 -1.4752
H 4.5092 1.8189 -2.7408
H 4.1885 2.8623 -1.3582
H 3.5716 3.2928 -2.9459
H 2.3962 0.7118 -3.9481
H 1.5170 2.2333 -3.8929
H 0.8209 0.7904 -3.1541
H 3.2261 -0.2166 1.2724
H 5.3443 1.3817 -0.2616
H 5.4183 -0.3271 0.1787
H 5.4406 0.9056 1.4295
H 3.1649 2.7701 0.6301
H 3.4111 2.0334 2.2092
H 1.8626 1.8425 1.4106
C -1.5664 2.2158 1.8392
C -0.8532 1.1470 2.6041
C -0.8174 0.9440 3.9625
C -0.0002 -0.1937 4.1890
C 0.4267 -0.6228 2.9557
C 1.3144 -1.7847 2.6204
N -0.0998 0.1854 1.9689
H -2.0481 2.9089 2.5274
H -2.3556 1.8165 1.1885
H -0.8864 2.7984 1.2095
H -1.3166 1.5459 4.7061
H 0.2516 -0.6350 5.1411
H 2.2811 -1.7291 3.1261
H 1.5329 -1.8245 1.5462
H 0.8708 -2.7465 2.8929
*
```

M   424.87 g/mol
E   -1682.01863 Ha
E_HOMO   -0.33860 hartree
HOMO-LUMO gap   7.00 eV

[5]
C21H43N2P3PdSe | ωB97M-V with the def2-TZVPD basis set

Geometry as ORCA input:
```
! RIJCOSX wB97M-V def2-TZVPD def2/J DEFGRID3
* xyz 4 5
Pd -0.4146 -0.4254 0.5666
P -0.0255 -1.8819 2.3494
P -0.3453 1.9272 1.4159
P -0.2874 -1.6915 -1.5524
H 1.0099 2.8044 -1.9205
C 0.4509 2.1462 -2.5973
C -0.8783 2.2291 -2.7022
H -1.4583 3.0406 -2.2655
C 1.7543 -1.9748 2.7907
C -0.9878 -1.1690 3.7333
C -0.6564 -3.5439 1.9148
C -0.3867 3.5734 0.6067
C -1.7381 2.1974 2.5736
C 1.1298 2.1534 2.4746
C -0.3294 -1.1992 -3.3220
C -1.6043 -2.9661 -1.6116
C 1.2426 -2.7017 -1.5636
H 1.0285 1.3097 -2.9896
H -1.4652 1.3557 -3.0430
H 2.0343 -2.5902 3.6732
H 2.1220 -0.9466 2.9294
H 2.3081 -2.3426 1.9114
H -1.0390 -1.7530 4.6687
H -2.0053 -0.9850 3.3647
H -0.5981 -0.1703 3.9728
H -0.4919 -4.3454 2.6564
H -0.2201 -3.8633 0.9589
H -1.7337 -3.4772 1.7139
H -0.0506 4.3324 1.3291
H -1.4075 3.8294 0.3007
H 0.2494 3.6290 -0.2792
H -1.4380 2.9151 3.3465
H -2.0515 1.2627 3.0443
H -2.5839 2.6128 2.0144
H 1.1610 3.1818 2.8540
H 2.0306 1.9632 1.8759
H 1.1121 1.4518 3.3138
H -0.0016 -2.0412 -3.9524
H 0.3046 -0.3417 -3.5526
H -1.3486 -0.9302 -3.6244
H -1.3565 -3.7487 -2.3415
H -2.5378 -2.4821 -1.9218
H -1.7604 -3.4294 -0.6325
H 1.3231 -3.2670 -2.5011
H 1.2562 -3.3946 -0.7161
H 2.1095 -2.0317 -1.4736
C 4.1988 0.8631 -1.0467
C 3.8912 1.9273 -1.9267
C 4.8737 2.5428 -2.7154
C 6.2024 2.1261 -2.6337
C 6.5360 1.0655 -1.7874
C 5.5615 0.4504 -0.9988
Se 2.8669 0.1028 0.0645
H 0.8384 -0.0812 -0.2998
H 2.8596 2.2535 -1.9723
H 4.5879 3.3400 -3.3949
H 6.9700 2.6163 -3.2238
H 7.5748 0.7288 -1.7604
H 5.8263 -0.3550 -0.3157
C -5.7724 -1.5545 0.6897
N -4.6395 -0.6980 0.3731
C -4.6949 0.6385 0.0018
C -3.4006 1.0673 -0.0925
N -2.5742 0.0110 0.2564
C -3.3456 -1.0302 0.5039
H -6.2411 -1.2365 1.6328
H -6.5114 -1.5588 -0.1241
H -5.3926 -2.5686 0.8224
H -5.6318 1.1560 -0.1943
H -2.9821 2.0244 -0.3995
H -3.0262 -2.0526 0.7510
*
```

M   601.89 g/mol
E   -4487.17703 Ha
E_HOMO (alpha / beta)   -0.74252 / -0.74221 hartree
HOMO-LUMO gap (alpha / beta)   7.66 / 4.41 eV

[6]
C21H43N2P3SSm | ωB97M-V with the def2-TZVPD basis set

Geometry as ORCA input:
```
! RIJCOSX wB97M-V def2-TZVPD def2/J DEFGRID3
* xyz 3 6
Sm -1.0201 -0.9629 0.5725
P 1.3501 -2.4224 0.8792
P 1.4206 1.3745 0.9259
P 1.0231 0.0311 -4.3898
H -4.0217 -2.2767 -0.8087
C -3.1329 -2.1470 -1.4453
C -1.8798 -2.5604 -1.0064
H -1.8016 -3.0144 0.0008
C 1.2426 -3.3382 2.4490
C 3.0926 -1.8992 0.8949
C 1.3710 -3.7646 -0.3486
C 0.8102 3.0766 0.5948
C 2.0123 1.7212 2.6365
C 3.0736 1.6577 0.1346
C 1.4248 -0.0758 -6.1464
C 2.0421 -1.0921 -3.4005
C 1.1249 1.7763 -3.9323
H -3.3981 -1.9496 -2.4860
H -1.1493 -2.9072 -1.7321
H 0.2653 -3.2377 2.9349
H 2.0165 -2.9610 3.1233
H 1.4189 -4.3880 2.2064
H 3.2431 -1.0618 1.5855
H 3.3949 -1.5997 -0.1145
H 3.6691 -2.7680 1.2249
H 0.4183 -3.8518 -0.8800
H 1.5576 -4.6840 0.2118
H 2.1736 -3.5709 -1.0663
H 1.5975 3.7902 0.8965
H -0.1071 3.2764 1.1680
H 0.6197 3.1759 -0.4846
H 2.8162 2.4713 2.5456
H 2.4190 0.7984 3.0783
H 1.1953 2.1306 3.2497
H 3.4749 2.5702 0.6137
H 2.9395 1.8289 -0.9487
H 3.7347 0.7990 0.3431
H 1.9307 0.8599 -6.4247
H 0.4934 -0.1858 -6.7302
H 2.0849 -0.9394 -6.3302
H 2.9787 -1.3016 -3.9317
H 1.5542 -2.0612 -3.2228
H 2.3251 -0.6789 -2.4223
H 1.3809 2.3696 -4.8245
H 1.8555 1.9827 -3.1355
H 0.1303 2.0833 -3.5725
C -2.3545 0.6325 -1.2711
C -2.4773 1.9985 -1.6247
C -3.4587 2.7992 -1.0783
C -4.3155 2.2575 -0.1022
C -4.1430 0.9613 0.3719
C -3.1698 0.1465 -0.1918
S -1.2205 -0.2320 -2.2328
H -0.3929 -0.2181 -4.3523
H -1.7672 2.3440 -2.3764
H -3.5660 3.8393 -1.4189
H -5.1139 2.8587 0.3089
H -4.6876 0.5101 1.2113
H -3.2524 -0.8907 0.2285
C -0.2044 -0.8531 4.7703
C -1.0328 0.1498 4.0721
N -1.2495 0.3904 2.7597
C -1.9709 1.6003 2.7221
C -2.2821 1.9728 3.9882
N -1.6825 1.0506 4.8198
H 0.1436 -0.4322 5.7266
H -0.8265 -1.7242 5.0100
H 0.6741 -1.1408 4.1847
H -2.2177 2.0814 1.7886
H -2.8604 2.8027 4.3632
H -1.7366 1.0223 5.8374
*
```

M   598.94 g/mol
E   -3014.70596 Ha
E_HOMO (alpha / beta)   -0.59374 / -0.59411 hartree
HOMO-LUMO gap (alpha / beta)   6.30 / 7.17 eV

- The lowest E belongs to which entry?
  C21H43GaN2P3Se

Repeat the second record exactly.
C21H43FN2O9S | ωB97M-V with the def2-TZVPD basis set

Geometry as ORCA input:
```
! RIJCOSX wB97M-V def2-TZVPD def2/J DEFGRID3
* xyz 0 1
N -4.3518 -0.7299 2.9776
C -3.9492 -1.2203 1.7059
O -4.7780 -1.3461 0.8795
C -2.4931 -1.5481 1.3442
C -1.5343 -0.3231 1.3650
N -1.7123 0.4467 2.6357
S -2.0158 2.0584 2.4122
O -2.7050 2.3439 1.2124
O -2.8061 2.4652 3.5150
F -0.6477 2.8578 2.5624
H -4.5444 0.2616 2.8327
H -3.5763 -0.7628 3.6332
H -2.0942 -2.3497 1.9799
H -2.5037 -1.9471 0.3271
H -0.5200 -0.7354 1.3831
H -1.5981 0.2744 0.4568
H -0.8493 0.3571 3.1718
C -7.3444 -3.2678 0.0333
C -7.5197 -4.0733 1.2950
C -8.7082 -3.7393 2.1638
O -6.7433 -4.9493 1.6003
H -6.4550 -3.6098 -0.4916
H -8.2105 -3.4010 -0.6184
H -7.2205 -2.2129 0.2808
H -9.6333 -3.8911 1.6050
H -8.6436 -2.7033 2.5002
H -8.7130 -4.3919 3.0350
C 0.8911 1.9382 -2.4551
C 1.2368 1.2684 -1.1501
C 2.2271 1.9688 -0.2596
O 0.7347 0.2082 -0.8349
H 0.1693 1.3277 -2.9953
H 0.4510 2.9183 -2.2651
H 1.7882 2.0469 -3.0666
H 1.8452 2.9496 0.0243
H 3.1804 2.0792 -0.7748
H 2.3833 1.3783 0.6420
C 1.8310 -2.3597 -2.3372
C 2.9377 -3.3515 -2.0765
C 3.1557 -4.4262 -3.1117
O 3.6210 -3.2862 -1.0790
H 1.7845 -1.6476 -1.5198
H 2.0280 -1.8187 -3.2650
H 0.8738 -2.8797 -2.4049
H 3.4089 -3.9744 -4.0709
H 2.2551 -5.0344 -3.2131
H 3.9789 -5.0671 -2.7976
C -2.5912 5.8243 2.7408
C -1.8086 6.8549 3.5143
C -1.6589 6.6285 4.9994
O -1.3214 7.8200 2.9720
H -2.6209 6.1082 1.6902
H -2.1104 4.8525 2.8268
H -3.6130 5.7685 3.1186
H -1.1397 5.6860 5.1822
H -2.6408 6.6080 5.4746
H -1.0764 7.4406 5.4312
C 6.0880 -4.7417 -7.0327
C 4.6734 -5.1084 -6.6581
C 4.3160 -6.5740 -6.6691
O 3.8601 -4.2637 -6.3612
H 6.2057 -3.6609 -6.9829
H 6.7899 -5.2046 -6.3371
H 6.3020 -5.0725 -8.0503
H 4.9418 -7.1157 -5.9578
H 4.4535 -6.9841 -7.6709
H 3.2731 -6.6932 -6.3811
C 5.6979 3.2447 2.5012
C 4.7682 4.2191 1.8206
C 4.6205 5.5830 2.4477
O 4.1668 3.9186 0.8146
H 5.7088 2.3081 1.9465
H 6.7104 3.6505 2.5260
H 5.3528 3.0478 3.5175
H 5.5866 6.0896 2.4700
H 4.2290 5.4872 3.4618
H 3.9257 6.1782 1.8582
*
```

M   518.65 g/mol
Structure (SMILES)   NC(=O)CCNS(=O)(=O)F.CC(C)=O.CC(C)=O.CC(C)=O.CC(C)=O.CC(C)=O.CC(C)=O
E   -2110.65022 Ha
E_HOMO   -0.33713 hartree
HOMO-LUMO gap   9.21 eV

- Among the records above, which one has the lowest E?
  C21H43GaN2P3Se

- Number 2 is which compound?
  C21H43FN2O9S